# 1
Density functional theory data (ωB97M-V/def2-TZVPD) for a cluster of 2 separate species, C9H14O in total in a non-equilibrium geometry.

Each line ends with the natural charge from an NBO analysis.
Atoms and positions in Å:
O: 2.893 0.523 2.524  -0.681
C: -3.254 -0.157 -0.209  -0.613
C: 1.100 -0.161 -1.125  -0.045
C: 2.159 0.782 -1.029  -0.190
C: 0.430 -0.372 -2.458  -0.637
C: 1.109 -0.421 1.294  -0.265
C: 0.576 -0.746 0.024  -0.194
C: 2.197 0.430 1.362  0.300
C: 2.676 1.062 0.195  -0.271
C: -2.729 -0.238 1.236  -0.610
H: 0.662 -0.829 2.193  0.224
H: -3.153 -1.011 1.883  0.202
H: 0.191 -1.409 -2.655  0.217
H: -4.083 0.556 -0.182  0.206
H: -0.347 -1.302 -0.046  0.209
H: 1.189 -0.282 -3.238  0.216
H: -3.568 -1.208 -0.385  0.209
H: 3.379 1.351 2.648  0.482
H: -2.548 0.183 -0.937  0.204
H: -1.715 -0.615 1.129  0.199
H: 3.492 1.744 0.428  0.202
H: 2.548 1.228 -1.928  0.213
H: -0.460 0.236 -2.566  0.219
H: -2.742 0.654 1.843  0.205

Results
F_max: 0.047 Eh/bohr
Calculated total energy: -426.5417 hartree
HOMO-LUMO gap: 9.21 eV
HOMO energy: -8.359 eV

# 2
Density functional theory data (ωB97M-V/def2-TZVPD) for a cluster of 2 separate species, C9H14O in total in a non-equilibrium geometry.

Each line ends with the natural charge from an NBO analysis.
Atoms and positions in Å:
O: -0.472 1.588 2.646  -0.687
C: 0.702 2.210 -2.602  -0.637
C: -1.430 -1.278 0.749  -0.167
C: 1.340 0.822 -2.648  -0.603
C: -0.294 -1.502 -0.041  -0.082
C: 0.750 -0.612 0.010  -0.159
C: -0.206 -2.732 -0.873  -0.635
C: -0.356 0.592 1.639  0.305
C: 0.777 0.531 0.853  -0.323
C: -1.506 -0.221 1.598  -0.269
H: -2.355 0.076 2.240  0.239
H: 0.666 -0.022 -2.385  0.206
H: -2.304 -1.904 0.580  0.207
H: -0.966 -3.488 -0.733  0.227
H: -0.348 2.285 -2.857  0.230
H: 0.382 2.031 2.657  0.469
H: 1.673 0.517 -3.676  0.196
H: 0.063 -2.434 -1.907  0.220
H: 1.573 -0.793 -0.662  0.205
H: 1.486 2.934 -2.793  0.219
H: 0.492 2.282 -1.463  0.200
H: 0.793 -3.198 -0.708  0.218
H: 2.182 0.709 -1.979  0.194
H: 1.602 1.201 0.784  0.227

Results
F_max: 0.086 Eh/bohr
Calculated total energy: -426.5222 hartree
HOMO-LUMO gap: 9.19 eV
HOMO energy: -8.286 eV

# 3
Density functional theory data (ωB97M-V/def2-TZVPD) for a cluster of 2 separate species, C9H14O in total in a non-equilibrium geometry.

Each line ends with the natural charge from an NBO analysis.
Atoms and positions in Å:
O: 1.815 0.478 2.919  -0.674
C: 2.185 -0.955 -0.399  -0.187
C: 0.839 1.022 -0.534  -0.176
C: 1.684 0.278 1.578  0.304
C: -3.584 0.001 0.012  -0.608
C: -2.411 -0.408 0.904  -0.614
C: 1.352 -0.219 -2.659  -0.627
C: 2.252 -0.827 0.999  -0.272
C: 0.978 1.200 0.816  -0.296
C: 1.544 -0.033 -1.176  -0.054
H: 1.463 1.325 3.198  0.481
H: 0.245 1.597 -1.228  0.212
H: -4.200 0.779 0.471  0.202
H: -2.114 -1.414 0.640  0.205
H: -2.601 -0.364 1.967  0.203
H: -1.537 0.190 0.685  0.208
H: 2.813 -1.475 1.668  0.227
H: -3.203 0.415 -0.919  0.200
H: 0.429 -0.739 -2.873  0.216
H: 2.138 -0.782 -3.172  0.219
H: -4.227 -0.838 -0.276  0.203
H: 1.247 0.762 -3.136  0.212
H: 0.335 1.876 1.368  0.206
H: 2.558 -1.870 -0.854  0.210

Results
F_max: 0.040 Eh/bohr
Calculated total energy: -426.5569 hartree
HOMO-LUMO gap: 9.25 eV
HOMO energy: -8.400 eV

Which of these has the highest HOMO-LUMO gap? number 3